# 1
Computed, not measured: C30H35B2BiBrF4N4O7SSi as an isolated structure, with ωB97M-V with the def2-TZVPD basis set.

Positions of all 86 atoms, in Å:
Bi  1.3305  -0.4853  0.4890
Br  -3.9349  6.4003  -2.8301
S  -1.2443  -1.3897  3.1556
Si  -0.8026  -1.7878  -1.9738
F  5.5476  0.0990  -1.0865
F  -3.0795  0.5190  1.3197
F  -2.2835  2.2672  0.0616
F  3.7519  -1.0195  -0.0601
O  -0.9720  1.2581  1.7913
O  3.4145  0.3068  -1.9620
O  -0.2073  -1.5804  2.0427
O  -1.6285  -0.0199  -0.3230
O  0.1570  2.0445  -0.9914
O  4.0655  1.2962  0.2328
O  0.2154  3.9202  0.1103
N  0.3422  1.3048  1.4979
N  2.1087  0.3683  -1.6488
N  -0.4370  -0.1590  -1.0797
N  2.8349  1.3250  0.7720
C  -2.6051  -1.8368  -2.3764
C  -2.2433  5.5845  -2.9947
C  3.4067  3.3859  1.9527
C  0.7033  -5.2700  0.7105
C  -1.4883  5.7957  -4.1386
C  0.2444  4.3935  -3.2310
C  2.4979  2.2804  1.5463
C  -1.3458  -2.5109  5.6339
C  1.1519  -3.4135  -0.7437
C  0.0623  -4.7946  4.8845
C  0.4927  3.3459  2.8109
C  1.0528  2.2596  1.9646
C  -1.1118  -3.5182  6.5599
C  -0.6598  -5.0239  0.5986
C  -0.5326  4.1783  -2.1017
C  0.2391  -1.9480  -3.5062
C  1.6131  -4.4630  0.0393
C  1.7325  1.0435  -3.9442
C  -0.1019  1.0176  -1.9607
C  -0.2350  5.2071  -4.2451
C  -2.7625  -2.0475  2.4784
C  -0.2161  -3.1312  -0.8439
C  -1.1136  -3.9586  -0.1671
C  -1.7720  4.7921  -1.9626
C  -0.4112  -4.6557  6.1845
C  -0.0334  3.3967  -0.9377
C  -0.8830  -2.6744  4.3366
C  1.2930  0.7362  -2.5540
C  -0.1741  -3.8009  3.9462
C  -1.2279  1.2995  -2.9289
B  4.2541  0.1504  -0.7221
B  -1.9839  1.0555  0.6758
H  -1.8726  6.4223  -4.9319
H  -1.8754  -1.6084  5.9190
H  -2.1480  1.4480  -2.3662
H  3.0510  4.3363  1.5513
H  1.8831  -2.8388  -1.3130
H  1.3094  -1.8233  -3.3355
H  -3.5366  -1.9306  3.2387
H  -3.1884  -1.1780  -1.7365
H  -0.0698  -1.2916  -4.3208
H  0.1940  -3.8791  2.9299
H  0.7772  3.1772  3.8540
H  -2.9837  -2.8564  -2.2611
H  4.4097  3.1974  1.5847
H  0.8903  4.3088  2.4981
H  -2.1806  -3.7779  -0.2425
H  2.4450  1.8706  -3.9351
H  1.0568  -6.0999  1.3104
H  2.6750  -4.6662  0.1004
H  0.0929  -2.9795  -3.8453
H  0.8955  1.2876  -4.5927
H  -1.4654  -3.4077  7.5765
H  0.6190  -5.6792  4.6016
H  1.2334  3.9601  -3.3080
H  2.2775  0.1896  -4.3478
H  -2.3605  4.6298  -1.0685
H  -0.2243  -5.4354  6.9119
H  -2.7642  -1.5532  -3.4184
H  0.3702  5.3904  -5.1236
H  3.4259  3.4675  3.0410
H  -1.0409  2.1794  -3.5321
H  -1.3694  -5.6673  1.1050
H  -0.5890  3.3535  2.7382
H  -1.3486  0.4455  -3.5949
H  -3.0046  -1.4400  1.6056
H  -2.6050  -3.0941  2.2261

Forces on the atoms, in the same order (eV/Å):
Bi -0.39 -0.33 0.19
Br -0.01 0.00 0.00
S 0.15 0.13 -0.06
Si 0.01 0.20 -0.13
F -0.13 -0.10 0.10
F -0.05 0.38 -0.13
F 0.08 -0.24 0.02
F 0.18 -0.07 0.00
O -0.14 0.03 -0.04
O 0.07 0.00 0.03
O -0.01 -0.02 0.11
O 0.10 0.14 -0.09
O 0.14 0.21 -0.17
O -0.02 -0.01 -0.02
O 0.18 0.10 -0.21
N 0.02 -0.11 0.01
N 0.01 -0.18 -0.03
N 0.15 0.01 -0.20
N 0.05 -0.10 0.07
C -0.13 -0.09 -0.04
C 0.00 0.01 -0.02
C -0.04 0.01 0.00
C 0.01 0.03 -0.05
C 0.06 -0.02 -0.04
C 0.11 -0.05 0.01
C -0.17 0.10 0.03
C 0.01 0.01 -0.01
C 0.05 -0.05 -0.05
C -0.01 0.02 -0.01
C 0.14 -0.05 0.18
C 0.06 0.15 0.13
C 0.00 0.02 0.00
C -0.01 0.01 -0.04
C -0.09 -0.01 -0.02
C 0.08 0.08 -0.07
C 0.00 -0.04 0.04
C -0.10 0.07 0.04
C -0.18 -0.06 0.18
C -0.07 0.03 -0.05
C 0.04 -0.15 -0.09
C -0.04 -0.06 0.14
C 0.04 -0.03 0.10
C -0.04 -0.13 0.04
C 0.01 -0.02 -0.01
C -0.27 -0.05 -0.03
C -0.05 -0.03 -0.09
C -0.14 0.15 0.08
C 0.03 0.03 0.04
C 0.04 -0.05 0.07
B 0.03 0.20 -0.15
B 0.25 0.06 0.06
H 0.02 0.00 0.02
H 0.01 -0.03 0.00
H 0.01 0.01 0.01
H -0.02 -0.01 0.00
H -0.06 -0.04 0.04
H -0.03 -0.03 -0.04
H 0.04 -0.04 -0.03
H 0.00 -0.02 0.00
H 0.05 0.00 0.00
H -0.04 0.02 0.10
H 0.00 -0.01 -0.02
H 0.02 0.06 -0.03
H 0.02 -0.01 0.00
H -0.01 -0.05 0.02
H 0.04 0.00 0.01
H -0.02 0.03 0.03
H -0.01 0.01 -0.03
H -0.02 0.01 0.01
H -0.03 0.05 0.00
H 0.00 0.01 0.00
H 0.00 0.00 -0.02
H -0.01 0.01 0.02
H 0.02 -0.05 0.00
H -0.02 -0.02 0.00
H 0.02 0.02 -0.03
H 0.00 0.02 -0.02
H -0.03 0.01 0.02
H -0.02 0.00 0.02
H -0.02 0.03 -0.02
H 0.05 0.06 -0.07
H 0.02 0.02 0.00
H 0.00 0.00 -0.02
H -0.02 0.01 -0.01
H 0.03 -0.20 0.20
H -0.02 -0.03 0.04

Calculated values
Net charge   +1
Gap between HOMO and LUMO   8.18 eV
ΔE to the lowest compared entry with this formula, charge and spin   1.677 eV
E   -158789.769 eV
Molecular weight   1010.28 g mol⁻¹
HOMO level   -11.5 eV

=====

# 2
Computed, not measured: C30H35Br2F2N5O6SSeSr as an isolated structure in a non-equilibrium geometry, with ωB97M-V with the def2-TZVPD basis set.

Positions of all 83 atoms, in Å:
Sr  -1.1669  -0.8275  1.3953
Br  -1.5311  -4.1039  -0.3678
Br  1.0617  1.2256  4.1050
Se  -5.9774  -1.0915  3.7610
S  -1.3994  2.4053  0.0353
F  0.4868  -2.2033  4.0835
F  1.2330  -3.1625  2.2670
O  -0.9325  3.3752  1.0467
O  0.0427  0.8324  0.7422
O  -2.3900  5.0709  4.1480
O  -0.1621  -0.2021  -2.8712
O  4.0757  -0.2435  -0.1243
O  -0.9111  -2.2912  -2.6449
N  0.7511  -1.7409  -0.2767
N  -3.4278  -1.4367  2.4143
N  1.4394  -0.5861  -0.5394
N  -1.5003  1.1658  3.1355
N  -3.0255  -0.6540  -0.5367
C  0.8641  -2.6988  -1.1145
C  -0.3620  2.6781  -1.4661
C  -0.6123  1.9599  3.6857
C  -0.0351  4.1377  -1.6944
C  1.3043  0.3856  0.5793
C  4.4417  3.3357  0.3059
C  -1.0493  -1.0692  -2.8039
C  2.7432  -6.4883  -2.1340
C  -4.4383  -1.3269  2.9744
C  -3.6183  2.9662  -1.8015
C  0.0277  -2.6994  2.8469
C  -2.6892  1.6737  2.8752
C  4.0837  -6.7346  -2.3408
C  -3.4085  -1.1485  -1.8540
C  0.9031  -5.1704  -1.1893
C  2.1572  2.7631  0.7161
C  -3.0509  2.9674  3.1870
C  4.7192  2.0050  0.0562
C  2.4079  1.4297  0.4372
C  -2.1042  3.7955  3.7802
C  3.2891  -4.4734  -0.9478
C  4.6306  -4.7260  -1.1559
C  -2.5286  -0.5741  -2.9555
C  3.1576  3.7168  0.6421
C  2.3181  -5.3496  -1.4427
C  3.7172  1.0440  0.1170
C  -0.8436  3.2770  4.0374
C  5.0348  -5.8556  -1.8498
C  -2.8719  3.4506  -0.5772
C  0.2882  -4.0052  -0.9263
H  0.5430  2.1163  -1.2667
H  -3.5321  3.4547  0.2927
H  2.9285  4.7535  0.8498
H  -4.0514  3.3210  2.9820
H  0.9244  4.2498  -2.2021
H  -2.9007  -0.9116  -3.9277
H  3.2532  -0.7724  -0.1720
H  0.3162  -6.0785  -1.1615
H  4.3925  -7.6196  -2.8827
H  5.7210  1.6788  -0.1791
H  6.0863  -6.0562  -2.0018
H  -3.2946  -2.2365  -1.8537
H  -4.4597  3.6263  -2.0298
H  5.2368  4.0690  0.2428
H  -3.3025  5.2719  3.9057
H  1.1567  3.0477  1.0027
H  1.4932  -2.6040  -2.0054
H  1.5943  -0.2261  1.4669
H  2.9860  -3.6199  -0.3631
H  -0.4738  -3.6445  3.1408
H  5.3690  -4.0418  -0.7630
H  -2.9378  0.3574  -0.5594
H  -0.8757  2.2007  -2.2957
H  -4.4667  -0.9094  -2.0774
H  -3.3977  0.9963  2.4291
H  -2.5392  0.5169  -2.9373
H  -0.0783  3.8805  4.4968
H  -4.0220  1.9677  -1.6431
H  0.0366  4.6334  -0.7238
H  -3.7552  -0.8883  0.1291
H  -2.4907  4.4605  -0.7101
H  1.1573  -0.2035  -1.4559
H  2.0006  -7.1727  -2.5204
H  -2.9646  2.9441  -2.6713
H  -0.7948  4.6405  -2.2949

Forces on the atoms, in the same order (eV/Å):
Sr -1.06 -2.44 0.77
Br 0.19 0.00 0.26
Br 0.29 -0.19 -0.05
Se -1.53 0.23 0.82
S -1.70 1.28 -1.90
F 0.19 0.31 0.92
F 0.62 -0.43 -0.36
O 0.58 0.55 0.87
O 1.81 1.82 -0.71
O 0.02 0.22 0.02
O 0.58 0.69 -0.01
O 0.30 0.15 0.26
O -0.32 -0.44 -0.50
N -0.68 -1.28 0.04
N 0.08 -0.13 -0.11
N 1.03 0.70 -0.42
N 0.43 -0.31 0.12
N -0.08 0.05 -0.09
C 0.86 1.47 0.24
C -0.18 -0.24 0.30
C -0.13 0.43 0.29
C -0.11 0.14 0.10
C 0.60 -0.81 0.12
C 0.16 0.02 -0.01
C -1.02 0.13 -0.39
C -0.14 0.16 0.01
C 0.80 -0.13 -0.55
C 0.02 0.01 0.03
C -0.54 -0.17 -0.25
C -0.56 0.46 0.22
C 0.14 -0.15 -0.08
C -0.36 -0.07 -0.57
C -0.73 0.60 0.30
C -0.02 -0.07 0.02
C 0.03 0.16 0.13
C 0.15 -0.11 -0.05
C -0.16 -0.24 -0.07
C -0.10 -0.58 -0.04
C -0.13 -0.09 -0.03
C 0.18 0.00 -0.04
C 0.50 -0.32 0.35
C -0.05 0.26 0.04
C 0.52 -0.04 -0.12
C 0.04 -0.02 -0.03
C -0.22 0.24 0.08
C 0.13 0.02 -0.03
C 0.44 -0.39 0.13
C -0.60 -1.27 0.03
H -0.08 -0.13 -0.05
H 0.08 0.01 0.09
H -0.02 0.07 0.03
H -0.11 0.02 -0.05
H -0.01 -0.09 0.01
H 0.02 0.02 0.04
H -0.30 0.15 -0.31
H -0.08 -0.02 0.07
H 0.01 -0.04 -0.02
H 0.13 -0.05 -0.08
H 0.08 0.01 -0.01
H -0.03 0.11 -0.04
H 0.00 -0.02 -0.01
H 0.03 0.02 0.01
H 0.16 -0.09 -0.02
H -0.16 -0.02 0.02
H 0.00 0.06 0.20
H 0.14 -0.02 -0.13
H -0.02 0.07 0.12
H 0.05 -0.03 0.00
H 0.03 0.07 0.05
H -0.12 0.06 0.01
H 0.05 -0.17 -0.07
H 0.19 -0.10 0.05
H -0.27 -0.10 -0.08
H -0.05 0.05 -0.04
H 0.06 0.03 0.01
H -0.04 -0.12 -0.11
H 0.04 0.13 -0.03
H 0.05 0.04 0.17
H 0.09 0.09 0.06
H -0.04 -0.12 0.16
H -0.08 -0.08 0.00
H -0.02 -0.07 -0.14
H -0.04 0.05 0.02

Calculated values
Net charge   -2
Gap between HOMO and LUMO   5.29 eV
E   -273952.559 eV
Molecular weight   958.09 g mol⁻¹
HOMO level   -1.5 eV

=====

# 3
Computed, not measured: C30H35BrCoN6O3 as an isolated structure, with ωB97M-V with the def2-TZVPD basis set.

Positions of all 76 atoms, in Å:
Br  -1.3855  2.4059  -3.7314
Co  -0.7782  0.4209  -0.5862
O  3.0769  0.6734  -5.4744
O  1.2116  -2.6167  3.6309
O  0.7987  0.6469  0.5614
N  -0.8652  -1.8385  -1.1768
N  0.3456  0.6930  -2.3634
N  -1.8457  2.2298  0.3529
N  -1.6518  -0.4170  1.0532
N  -2.5356  0.2999  -1.4490
N  2.0764  -0.2158  3.2067
C  -1.6348  0.5681  2.1500
C  -1.8521  -1.9052  -2.2411
C  1.7695  4.1143  0.2895
C  -3.3856  1.3368  -1.3234
C  -2.8794  2.5755  -0.6112
C  2.0023  1.0926  3.1820
C  2.4451  -0.0658  -3.2659
C  2.2650  3.3692  2.4935
C  0.9030  -3.9452  4.0931
C  2.3764  -1.1994  2.2147
C  2.2343  0.6506  -4.4449
C  3.5428  -2.0099  0.2864
C  1.8801  2.0381  2.1417
C  1.3316  1.7834  0.8375
C  -0.9806  -1.7070  1.2767
C  -4.1279  -0.9044  -2.7229
C  1.9474  -2.4995  2.5049
C  2.2917  -3.5443  1.6630
C  -4.6441  1.2832  -1.8843
C  1.0664  1.3918  -4.5529
C  1.3224  2.8651  -0.0729
C  2.2339  4.3847  1.5928
C  1.4973  -0.0055  -2.2764
C  -2.4015  1.7722  1.6403
C  -2.8864  -0.8031  -2.1263
C  3.0902  -3.2910  0.5533
C  -5.0147  0.1521  -2.6009
C  0.1784  1.3765  -3.5029
C  3.1782  -0.9569  1.1156
C  -1.2325  -2.5712  0.0514
H  -3.7205  3.1035  -0.1559
H  3.5623  0.0409  0.9400
H  1.8141  -4.5249  4.2404
H  -4.3981  -1.8038  -3.2667
H  1.6626  -0.5277  -1.3426
H  0.0862  -1.5121  1.3965
H  -5.3253  2.1170  -1.7657
H  0.0194  -2.1766  -1.5266
H  -5.9977  0.0932  -3.0546
H  0.9349  2.6909  -1.0698
H  -2.4281  2.5699  2.3818
H  -2.3615  -2.8694  -2.2662
H  0.3916  -3.8224  5.0396
H  -2.6258  -0.6075  0.8297
H  -1.3390  -1.7971  -3.1982
H  3.3864  -4.1182  -0.0845
H  -2.2918  -2.8348  0.0036
H  -2.4448  3.2418  -1.3575
H  2.0030  -0.6275  4.1285
H  -3.4388  1.4687  1.4675
H  -0.6800  -3.5045  0.1359
H  1.7479  4.9156  -0.4420
H  3.8653  0.1385  -5.3180
H  -1.3452  -2.2047  2.1752
H  2.0484  1.5189  4.1820
H  2.6111  3.5551  3.5057
H  1.9765  -4.5554  1.8823
H  4.2138  -1.8322  -0.5439
H  -2.0891  0.1764  3.0607
H  -1.2087  3.0034  0.4944
H  -0.5954  0.8246  2.3528
H  0.2469  -4.4578  3.3901
H  3.3420  -0.6581  -3.1195
H  0.8645  1.9655  -5.4482
H  2.5494  5.3827  1.8689

Forces on the atoms, in the same order (eV/Å):
Br 0.06 -0.01 -0.04
Co -0.39 -0.14 -0.06
O -0.01 0.02 -0.01
O -0.17 -0.33 0.27
O 0.10 -0.42 -0.16
N 0.32 -0.02 0.28
N 0.06 0.21 0.09
N 0.17 -0.05 0.05
N 0.12 0.09 0.19
N 0.16 0.08 -0.16
N 0.02 -0.34 -0.30
C 0.10 -0.17 -0.12
C -0.17 0.17 -0.15
C -0.03 -0.12 -0.06
C 0.13 -0.13 -0.04
C -0.05 -0.07 -0.15
C -0.04 0.21 0.04
C 0.20 -0.12 0.00
C -0.02 -0.21 0.16
C 0.08 0.18 -0.07
C 0.07 0.25 0.10
C 0.10 -0.09 0.03
C -0.01 0.12 -0.08
C 0.15 0.03 -0.09
C 0.02 0.03 0.17
C 0.04 0.18 -0.06
C -0.18 -0.10 -0.08
C 0.07 -0.03 0.09
C 0.04 -0.09 -0.06
C -0.19 -0.05 -0.08
C -0.05 0.12 -0.20
C 0.06 0.42 -0.13
C -0.01 0.20 -0.12
C -0.01 -0.01 0.03
C -0.03 -0.06 -0.01
C 0.13 0.20 0.13
C 0.00 -0.14 -0.04
C -0.12 0.07 -0.02
C -0.18 -0.10 0.14
C 0.07 0.12 0.02
C 0.01 0.16 0.07
H -0.07 0.01 0.01
H -0.05 -0.02 -0.02
H 0.02 0.03 -0.01
H 0.02 0.11 0.06
H -0.02 0.03 0.01
H -0.20 0.04 -0.06
H 0.03 -0.05 -0.02
H 0.06 -0.08 0.02
H 0.08 0.01 0.04
H 0.04 0.02 0.08
H 0.04 0.05 0.04
H -0.07 -0.09 -0.06
H -0.03 0.05 0.06
H -0.06 -0.01 0.03
H 0.00 0.07 -0.05
H -0.03 0.11 0.07
H -0.05 0.01 -0.03
H -0.04 -0.01 0.02
H 0.04 -0.07 0.07
H -0.01 0.05 0.02
H 0.06 -0.11 0.00
H -0.01 -0.05 0.05
H -0.01 0.00 0.03
H -0.06 -0.05 0.13
H 0.00 -0.02 -0.05
H 0.00 -0.03 -0.07
H 0.01 0.05 -0.01
H -0.03 0.02 0.00
H -0.06 -0.05 0.07
H -0.05 0.08 -0.01
H -0.09 -0.07 0.05
H -0.02 0.01 -0.05
H -0.07 0.05 0.00
H 0.02 -0.05 0.08
H -0.01 -0.08 -0.03

Calculated values
Net charge   +2
Gap between HOMO and LUMO (alpha / beta)   7.54 / 7.51 eV
ΔE to the lowest compared entry with this formula, charge and spin   0.157 eV
E   -154419.643 eV
Molecular weight   666.49 g mol⁻¹
Expectation value of S²   0.77
HOMO level (alpha / beta)   -13.3 / -13.3 eV
2S+1   2

=====

- Number 1 is which compound?
  C30H35B2BiBrF4N4O7SSi

=====

- Number 2 is which compound?
  C30H35Br2F2N5O6SSeSr